(1)
The following is a quantum chemistry calculation of a 16-piece molecular cluster, C3H37NO15 overall at a distorted geometry, from the Open Molecules 2025 dataset.

```
56
C3H37NO15, DFT the ωB97M-V functional and the def2-TZVPD basis
C 1.488 2.387 -2.106
C 1.370 1.775 -0.720
C 0.670 2.392 0.247
N 0.179 1.773 1.362
H 1.425 3.583 -2.094
H 2.403 2.119 -2.554
H 0.675 2.118 -2.773
H 1.463 0.708 -0.872
H 0.581 3.543 0.044
H -0.636 2.286 1.808
H -0.076 0.803 0.998
H -0.368 -0.388 -4.920
H -0.167 -1.771 -4.372
O -0.843 -1.138 -4.609
H -1.488 3.272 -1.039
H -1.248 4.073 -2.317
O -1.531 4.195 -1.457
H 2.062 -2.290 -3.619
H 1.290 -2.941 -2.478
O 1.154 -2.612 -3.430
H -2.554 1.363 -1.837
H -4.171 1.467 -1.513
O -3.295 1.649 -1.251
H 1.614 -4.168 -0.697
H 1.639 -2.533 -0.470
O 1.911 -3.270 -0.912
H 3.709 2.338 2.512
H 3.821 1.880 1.161
O 4.000 2.618 1.672
H 1.308 -1.180 3.380
H 1.140 -0.916 1.981
O 1.828 -0.752 2.658
H -0.585 -3.218 3.085
H -0.789 -1.904 3.911
O -0.091 -2.519 3.526
H -1.700 -0.712 2.588
H -1.765 -1.772 1.435
O -1.872 -0.776 1.674
H -1.241 -3.783 0.167
H -2.358 -3.093 -0.452
O -1.859 -3.085 0.380
H 0.102 1.073 3.931
H -1.296 0.891 4.000
O -0.592 0.441 4.282
H 1.548 2.179 2.535
H 2.212 0.953 3.149
O 2.051 1.894 3.365
H -0.818 -0.363 -1.509
H -0.993 -0.360 -2.957
O -1.053 0.193 -2.283
H -1.945 -2.123 -2.693
H -2.790 -1.150 -1.901
O -2.552 -2.078 -1.999
H -0.495 -1.770 -0.193
H -0.157 -0.241 0.343
O 0.024 -0.973 -0.344
```

Output
2S+1: 1
LUMO: -0.671 eV
frontier orbital gap: 7.87 eV



(2)
The following is a quantum chemistry calculation of a 17-piece molecular cluster, C3H38NO16 overall at a distorted geometry, from the Open Molecules 2025 dataset.

```
58
C3H38NO16, DFT the ωB97M-V functional and the def2-TZVPD basis
C -1.074 -0.396 0.741
C -0.588 -0.397 -0.513
C -1.379 0.711 2.831
N -0.641 0.488 1.711
H -1.580 -1.174 1.288
H 0.198 0.262 -0.875
H -0.917 -1.057 -1.308
H -1.112 1.398 3.611
H -2.159 0.041 3.160
H 0.114 1.166 1.520
H 1.410 2.721 2.382
H 2.028 1.942 1.176
O 1.227 2.412 1.492
H -0.024 -0.493 -3.589
H -0.946 -1.256 -4.605
O -0.715 -1.193 -3.676
H -3.866 1.601 -1.717
H -2.965 0.646 -1.034
O -3.410 1.489 -0.881
H 3.964 0.455 3.785
H 2.778 -0.053 2.933
O 3.091 0.704 3.477
H -3.611 1.093 0.985
H -4.931 0.555 1.423
O -4.032 0.680 1.745
H 0.391 3.589 -2.213
H -0.082 3.848 -3.688
O 0.427 3.242 -3.145
H 0.242 -4.062 -1.344
H 0.333 -3.499 -2.758
O 0.350 -4.330 -2.262
H -1.780 1.803 -3.668
H -1.368 0.739 -2.643
O -2.126 1.220 -2.988
H 2.216 -2.226 -1.320
H 3.373 -2.577 -0.605
O 2.670 -1.907 -0.532
H 0.861 3.332 -0.402
H -0.610 3.985 -0.089
O 0.158 3.937 -0.658
H -2.909 -3.513 -1.613
H -1.978 -4.640 -1.055
O -2.619 -3.967 -0.820
H 2.631 1.095 -1.070
H 3.738 0.771 -0.135
O 2.831 1.097 -0.124
H 1.464 0.364 4.453
H 0.430 -0.410 5.360
O 0.535 0.099 4.553
H 2.831 -1.648 1.410
H 2.564 -2.556 2.559
O 2.888 -1.665 2.380
H -0.850 -3.321 1.496
H 0.527 -2.811 0.973
O -0.114 -2.729 1.686
H 0.733 1.565 -3.186
H 1.645 0.931 -4.217
O 1.184 0.711 -3.401
```

Output
2S+1: 2
LUMO (alpha / beta): -0.199 / -0.207 eV
⟨S²⟩: 0.761
frontier orbital gap (alpha / beta): 4.26 / 7.46 eV



(3)
The following is a quantum chemistry calculation of a 15-piece molecular cluster, C3H38NO16 overall at a distorted geometry, from the Open Molecules 2025 dataset.

```
58
C3H38NO16, DFT the ωB97M-V functional and the def2-TZVPD basis
O -0.026 -0.247 -2.841
C 0.623 -1.287 -2.121
C 0.435 -0.889 -0.533
C 1.738 -0.825 0.204
N -0.167 0.468 -0.468
H 1.790 -1.481 -2.165
H -0.220 -1.718 0.019
H 2.327 -0.007 -0.143
H 2.384 -1.621 0.037
H 1.581 -0.616 1.334
H -0.937 0.584 -1.063
H 0.415 1.271 -0.739
H -0.607 0.730 0.498
H -0.462 0.587 3.028
H -1.947 0.505 3.418
O -1.236 -0.045 3.017
H -4.072 -1.213 2.439
H -2.726 -0.818 1.841
O -3.480 -1.181 1.759
H 3.540 0.437 1.994
H 4.850 -0.060 1.140
O 4.105 0.617 1.142
H -2.798 -4.239 -0.683
H -2.239 -3.307 0.332
O -2.123 -4.222 0.012
H 0.773 2.084 2.305
H 1.250 1.605 3.613
O 1.124 1.317 2.772
H 0.493 -2.854 2.585
H 0.436 -1.455 3.192
O 0.773 -2.359 3.276
H -0.048 3.659 0.468
H 1.313 3.173 -0.008
O 0.506 2.911 0.542
H -1.676 3.525 2.515
H -1.141 2.369 1.244
O -1.324 2.558 2.159
H 0.317 1.829 -3.551
H 1.642 2.442 -3.550
O 0.836 2.467 -3.120
H -1.496 4.247 -1.720
H -0.146 3.526 -2.170
O -0.528 4.110 -1.518
H 4.111 2.625 -1.075
H 3.480 1.446 -0.454
O 3.361 1.987 -1.129
H 1.639 -4.546 0.417
H 0.416 -4.400 -0.517
O 1.091 -3.862 -0.002
H -3.945 1.242 -0.185
H -3.258 -0.183 0.222
O -3.153 0.703 -0.185
H 0.276 -2.900 -3.343
H -2.170 -2.400 -2.349
O 0.076 -2.541 -2.429
H -2.661 -1.541 -3.633
H -0.867 -0.701 -3.041
O -2.245 -1.506 -2.790
```

Output
2S+1: 1
LUMO: -2.469 eV
charge: +1
frontier orbital gap: 10.69 eV



The records above yield ΔE to the lowest compared entry with this formula, charge and spin values of 4.504 0.000 3.976 eV, respectively.